The following is a DFT calculation (ωB97M-V with the def2-TZVPD basis set) of C27H44ClN3O9S2SiTc as an isolated structure.

Last column: Löwdin spin population.
Cartesian coordinates (Å):
1 H 4.57 0.72 -2.28  0.000
2 H -5.43 -1.49 -7.19  0.000
3 Cl -4.26 3.17 5.74  0.000
4 C -4.44 -1.79 -3.57  0.001
5 C 4.80 2.74 2.21  0.001
6 C 1.78 0.50 -2.47  0.020
7 H 4.85 3.78 2.53  0.000
8 H 3.78 1.76 -1.09  0.000
9 H -4.47 0.22 -2.80  0.000
10 H 2.67 2.89 0.46  0.000
11 C 3.07 -1.56 -1.82  0.002
12 H 3.53 -1.62 -2.81  0.000
13 O -3.81 -3.54 0.88  0.000
14 C -1.88 3.24 1.95  0.003
15 H 3.67 1.64 4.46  0.000
16 N -4.13 -2.90 -0.09  0.000
17 H 1.39 2.54 1.68  0.002
18 H 4.38 -4.20 1.27  0.000
19 H 5.94 -2.48 3.38  0.000
20 H 3.31 -1.18 4.14  0.000
21 C -5.64 -3.37 -6.13  0.000
22 H -1.22 1.47 -2.36  0.001
23 O 2.04 -0.11 -0.17  0.050
24 O 3.21 -1.83 1.50  0.010
25 O 3.47 0.80 1.96  0.012
26 H 5.51 2.17 2.81  0.000
27 H 1.55 1.54 -2.20  0.004
28 C -2.36 -0.10 -1.49  0.022
29 C -3.35 3.20 4.29  0.000
30 C 4.02 0.73 -1.34  0.000
31 C 2.78 -0.11 -1.51  0.006
32 H 1.97 1.77 3.96  0.001
33 S 0.48 -0.23 2.13  0.188
34 C -1.95 4.39 2.76  0.001
35 H 2.83 -4.33 2.12  0.000
36 C 3.95 -2.54 2.58  0.001
37 C 5.37 -2.02 2.56  0.000
38 C -1.09 3.35 0.73  0.016
39 C 2.96 2.20 3.84  0.001
40 O -5.09 -3.07 -0.80  0.001
41 O -0.55 4.29 0.25  0.014
42 N -1.49 -0.47 -0.52  0.027
43 C -4.93 -2.05 -6.38  0.000
44 H -5.03 -2.68 -3.38  0.000
45 C 3.25 -2.24 3.89  0.001
46 C 2.40 2.94 1.51  0.004
47 N -3.42 -0.92 -1.46  0.009
48 C -3.22 -1.83 -0.45  0.004
49 C -2.68 4.36 3.93  0.000
50 H -3.88 -2.15 -6.64  0.000
51 C -4.54 -0.79 -2.42  0.001
52 H 3.76 -1.99 -1.09  0.000
53 C -2.03 -1.56 0.14  0.008
54 C 3.87 -4.01 2.21  0.000
55 H 2.16 -2.16 -1.83  0.000
56 H -2.29 0.61 -3.49  0.001
57 H 2.93 3.23 4.21  0.000
58 H -1.43 5.28 2.45  0.000
59 H 5.87 -2.27 1.63  0.000
60 H 3.71 -2.80 4.70  0.000
61 C 3.40 2.20 2.39  0.001
62 H -1.54 -2.07 0.95  0.001
63 O -0.89 2.09 0.06  0.188
64 H -2.95 1.76 -2.33  0.001
65 H -3.41 -2.07 -3.78  0.000
66 H -3.85 1.18 3.78  0.000
67 H 2.20 -2.54 3.85  0.000
68 O -4.07 0.15 -5.21  0.000
69 H 5.40 -0.94 2.70  0.000
70 C -3.31 2.06 3.49  0.000
71 H 5.11 2.69 1.17  0.000
72 H -5.11 -3.98 -5.40  0.000
73 H -5.68 -3.93 -7.06  0.000
74 S -5.04 -0.91 -5.02  0.000
75 Tc 0.13 0.59 0.09  2.341
76 Si 2.56 -0.40 1.44  0.038
77 H 4.34 -4.61 2.99  0.000
78 H -2.74 5.24 4.56  0.000
79 H 2.35 3.99 1.79  0.000
80 C -2.19 0.99 -2.47  0.005
81 H -6.66 -3.21 -5.79  0.000
82 O -6.42 -0.59 -4.77  0.000
83 H 4.67 0.32 -0.57  0.000
84 H 2.21 0.56 -3.48  0.002
85 C -2.57 2.09 2.32  0.001
86 H -5.48 -0.89 -1.88  0.000
87 H -2.56 1.21 1.69  0.000
88 H 0.87 -0.10 -2.55  0.005

Computed properties:
HOMO energy (spin up / spin down)   -14.093 / -14.087 eV
HOMO-LUMO gap (spin up / spin down)   6.28 / 5.67 eV
Energy relative to the best compared isomer or geometry (same formula, charge and spin)   1.4 kJ/mol
2S+1   4
<S²>   3.773
Net charge   +2